90
Properties=species:S:1:pos:R:3:mulliken_charge:R:1 method="wB97M-V/def2-TZVPD" spin_multiplicity=1 largest_force_ev_per_a=3.9 charge=0 smiles=CCO.CCO.CCO.CCO.CCO.CCO.CO.CO.CO.CO.CO.CO relative_energy_ev=7.034 gap_ev=9.808
C -0.39 -2.44 3.35 -1.11
H 2.87 0.03 -3.52 0.54
O -5.66 0.92 0.78 -0.53
H -0.79 -4.95 -0.61 0.52
O 1.82 2.40 -2.97 -0.61
H 5.11 3.90 0.81 0.27
H 1.68 3.23 -2.51 0.43
C 3.77 -2.86 -0.44 -0.10
C -3.33 0.14 0.57 0.12
C 2.47 1.55 -2.14 0.58
O 1.37 -1.11 0.35 0.84
H -1.95 0.89 3.86 0.18
O 3.25 3.09 0.33 -0.21
H -1.31 -3.34 -0.19 -0.02
H -2.10 2.71 4.24 0.41
H -1.94 -3.56 -4.76 0.30
H -0.34 -3.33 4.03 0.40
O -2.61 -2.15 4.00 -0.62
H -2.18 2.10 -1.71 -0.03
O 0.51 -3.76 0.37 -0.44
C 0.00 -3.39 -1.97 0.14
H 1.23 4.72 2.06 0.41
H 0.51 3.85 0.59 -0.03
C 4.34 3.95 -0.06 -0.80
H -1.44 4.12 1.88 0.32
H 4.52 -4.53 -1.11 0.30
H 1.86 1.53 -1.26 -0.40
H -2.56 -0.11 -0.12 -0.36
C -2.99 -2.08 -4.43 -0.75
H 4.03 4.98 -0.34 0.25
H -2.21 -0.17 -3.82 0.26
H -1.47 2.09 2.69 -0.65
C 2.44 0.10 -2.51 -0.94
C 0.18 -0.45 -0.06 2.11
H 3.57 2.40 0.86 0.20
O 3.15 0.30 1.76 -0.66
H 0.23 -2.71 2.53 0.11
C 2.46 0.76 2.94 -0.25
H 0.95 -3.81 -2.23 0.39
C 0.43 4.13 1.67 0.25
C -1.48 1.91 3.80 0.25
H 0.14 -2.29 -2.00 -0.46
H 1.85 0.04 3.41 -0.07
C -2.05 -1.24 -3.55 -0.37
C -1.75 -1.98 2.91 1.03
H -0.56 1.57 -2.37 -0.08
H 1.83 1.70 2.82 0.05
O -0.18 1.86 4.39 -0.45
H 2.55 -0.29 1.34 0.13
H 4.82 3.51 -0.91 0.28
H 1.22 -2.05 0.14 -0.29
H -3.51 -0.83 1.00 0.34
H -0.20 0.49 1.69 -0.07
H 1.43 -0.33 -2.63 -0.15
H -0.96 2.80 -3.91 0.39
H -0.71 -1.12 0.17 -0.08
H -4.99 -0.07 -0.86 0.28
H -2.94 -1.89 -5.48 0.37
O -1.11 3.37 -3.12 -0.58
O -2.72 -3.44 -4.33 -0.53
H 0.54 3.23 2.24 -0.36
H -0.87 1.43 0.32 -0.17
O 4.80 -3.63 -1.12 -0.56
H -0.41 1.55 5.29 0.31
H 3.42 1.85 -1.92 0.39
H -2.09 -2.64 2.06 0.16
C -1.15 2.45 -2.05 0.57
H 0.07 -0.31 -1.16 -1.15
H -1.02 -1.45 -3.74 0.28
H 3.59 -3.19 0.62 0.28
H -3.43 -1.84 3.73 0.34
H -0.63 2.88 -1.22 -0.17
H 2.88 -2.99 -1.02 -0.11
H -3.01 0.80 1.33 0.16
H -2.21 -1.34 -2.51 0.10
H -1.73 -0.92 2.64 -0.53
C 0.02 0.87 0.72 0.18
H 3.22 0.92 3.73 0.42
H 4.04 -1.77 -0.44 0.14
H -6.35 1.35 0.21 0.33
H 2.93 -0.55 -1.80 0.00
C -4.60 0.65 -0.12 -0.71
H -0.76 -3.74 -2.72 0.18
H 0.10 -1.70 3.95 0.18
H -4.02 -1.98 -4.16 0.34
H 0.94 1.46 0.72 -0.84
O -0.71 4.65 2.19 -0.60
H 1.12 -4.51 0.24 0.29
C -0.49 -3.90 -0.61 -0.54
H -4.36 1.52 -0.73 0.36

92
Properties=species:S:1:pos:R:3:mulliken_charge:R:1 method="wB97M-V/def2-TZVPD" spin_multiplicity=1 largest_force_ev_per_a=2.7 charge=0 smiles=COC[C@H](C)N.CCO.CCO.CCO.CO.CO.CO.CO.CO.CO.CO.CO gap_ev=10.097
O -0.41 2.93 -2.59 -0.55
O 0.33 0.29 3.22 -0.52
H 1.64 6.14 1.48 0.39
H -2.03 -2.58 1.41 0.12
O 4.68 1.67 -0.35 -0.44
C 1.56 3.96 1.19 -0.50
H 2.19 3.13 1.56 0.26
H -1.92 -3.45 -1.84 0.33
C -1.78 -2.32 -3.36 -0.55
C -3.72 0.38 -2.21 -0.93
H 0.51 3.87 1.50 0.31
H 2.99 -0.35 -0.05 0.13
H -2.29 3.45 -1.90 0.28
C 2.25 5.26 1.67 -0.56
O -0.81 -3.11 -0.22 -0.20
C -1.81 -3.42 0.74 -0.66
H -3.08 0.74 -2.97 0.35
H -3.69 1.58 0.93 0.11
H -2.49 -1.93 -4.14 0.30
H -4.83 1.84 4.23 0.46
H -1.09 -2.94 -3.88 0.38
H -5.40 -2.62 0.75 0.39
H 0.98 -4.46 -0.02 0.29
H -5.87 0.50 4.36 0.44
C 5.31 -4.54 0.10 -0.61
H 3.58 1.39 -3.35 0.38
H -0.92 1.47 2.17 -0.12
H 2.13 5.95 3.48 0.30
H -4.59 2.63 1.94 0.28
O 2.48 5.17 3.09 -0.52
H -1.39 2.71 -0.68 0.02
H -1.73 0.34 3.10 0.10
C 2.55 1.64 -3.28 -0.64
H -1.07 0.01 -0.86 -0.11
H 5.21 -3.77 -0.66 0.20
H -0.98 4.46 -1.23 0.33
H 1.92 0.75 -3.22 0.18
H 5.43 -5.48 -0.44 0.26
H -3.90 -0.02 2.96 0.03
H -6.16 -0.95 2.09 0.38
H -6.32 1.84 3.27 0.39
C 0.83 0.04 -0.26 0.58
H -6.24 -1.86 -0.59 0.26
C 6.88 0.62 -0.63 -1.02
C -5.49 1.22 3.66 -1.90
H 0.47 2.90 -2.19 0.34
H 1.05 -4.31 -2.02 0.13
H 0.55 0.14 4.16 0.29
O -2.61 -3.07 -2.46 -0.56
H -2.69 -3.85 0.26 0.32
C -5.24 -1.95 -0.08 -0.69
H 2.28 2.22 -4.15 0.28
C 2.00 -4.57 -1.59 -0.31
H 4.41 2.50 0.03 0.19
H 1.58 3.89 0.11 0.13
H 2.95 2.24 -1.54 0.28
C 2.04 -0.86 -0.34 -1.16
C -1.27 3.41 -1.52 -0.43
H 3.23 5.41 1.18 0.21
O 1.88 -4.77 -0.18 -0.60
C -5.61 -0.14 1.56 -0.98
H -6.38 0.57 1.18 0.27
H 2.17 -1.20 -1.42 0.14
H 6.56 -0.42 -0.84 0.20
H -4.52 -2.22 -0.88 0.07
C -0.87 1.01 3.12 -0.20
H -0.92 1.80 3.87 0.45
H -3.69 0.07 -0.27 0.48
O -4.82 -0.74 0.48 -0.24
H 0.61 0.22 0.74 -0.14
O -3.06 0.48 -0.95 -0.04
C -4.68 0.67 2.56 0.94
H 6.27 -4.31 0.59 0.27
H 6.31 2.15 0.76 0.37
H -4.04 -0.70 -2.40 0.15
C 5.91 1.24 0.31 -0.30
N -3.97 1.76 1.90 -0.40
H 7.06 1.07 -1.63 0.29
O 4.38 -4.65 1.10 -0.51
H 1.05 0.95 -0.75 0.01
H -1.27 -1.50 -2.90 0.03
H -4.63 1.05 -2.24 0.25
H 7.82 0.58 -0.05 0.34
H 2.39 -5.49 -2.04 0.29
H -1.33 -4.18 1.40 0.30
O -0.32 -0.59 -0.84 -0.03
H -0.67 -2.14 -0.31 0.37
H 2.71 -3.70 -1.68 0.08
O 2.50 2.61 -2.27 -0.48
H 3.49 -4.61 0.77 0.44
H 5.66 0.58 1.10 0.31
H 1.87 -1.78 0.23 0.47

99
Properties=species:S:1:pos:R:3:mulliken_charge:R:1 method="wB97M-V/def2-TZVPD" spin_multiplicity=5 largest_force_ev_per_a=4.7 charge=+2 gap_ev="6.728 / 4.153"
H 6.56 -0.52 3.40 0.38
H 2.19 -2.71 3.94 -0.22
C -6.06 2.73 0.14 -1.14
H 4.33 -2.44 2.80 0.20
H -7.09 2.44 -0.10 0.36
H -5.68 1.82 2.11 0.41
H 2.85 3.57 -2.21 0.38
C 0.01 2.09 -3.77 0.66
H 0.97 1.57 -3.77 0.18
C -0.15 -3.99 -3.13 -1.67
H -1.00 5.74 0.06 0.41
H -2.51 4.79 0.02 0.24
H -0.81 1.37 -3.78 -0.12
H 2.70 0.90 0.73 0.53
H 1.04 -1.22 -2.28 0.00
H -4.10 1.35 -3.25 0.34
H 2.47 1.13 -1.49 -0.34
O -2.35 1.01 -1.33 -0.37
H 4.23 3.57 -1.02 0.36
H -1.16 -4.24 -3.46 0.42
H -0.78 3.37 0.48 -0.21
C -2.30 -3.87 -0.07 -0.70
H -3.69 1.63 0.11 0.00
O 3.43 1.39 0.33 -0.76
C 4.54 -2.33 -1.39 -0.51
O -0.16 -1.47 0.80 -1.38
Pt 1.98 0.24 3.20 5.11
H 0.26 2.39 -1.88 0.10
H 3.77 -1.58 -1.56 -0.05
H 2.94 -3.78 -1.85 0.02
C -0.88 4.09 1.29 0.39
H -3.47 -4.74 2.89 0.22
H 5.13 -0.47 4.49 0.26
H -5.69 0.76 0.76 0.31
H 0.04 2.53 -5.96 0.39
H -2.63 -4.21 -1.05 0.44
O -1.46 3.65 2.48 -0.25
C 3.30 1.69 -1.06 0.44
O 1.26 0.33 1.33 -2.46
H -4.88 -0.30 -3.13 0.41
O 0.10 2.92 -2.67 -0.55
H 2.16 -2.45 -0.05 0.12
H -2.27 -5.80 1.14 0.39
H -0.76 -2.22 -1.97 -0.28
H 2.42 3.59 -0.63 0.16
H -5.03 0.80 -1.88 0.19
H -3.06 -0.85 -1.48 -0.25
H -2.29 -0.14 -3.04 0.13
C -4.30 0.48 -2.63 -1.36
H -6.04 3.71 0.60 0.33
H 5.22 -2.48 -2.24 0.40
H 1.87 -1.12 4.61 -0.15
H 6.07 -1.94 4.27 0.38
H -2.58 -2.82 0.02 0.20
H -1.44 0.78 -1.09 -0.18
O 0.18 0.19 -0.87 -0.31
O -3.95 1.85 1.01 -0.10
Pd -2.16 1.47 2.66 0.46
O -2.83 -4.27 2.35 -0.45
C 3.23 3.21 -1.25 -1.23
H -0.96 3.59 -5.03 0.34
C -0.12 -2.53 -2.80 0.76
C 3.60 -3.50 -1.03 -0.09
H 0.60 -2.30 4.34 -0.65
H -1.23 -3.74 -0.21 0.19
B 1.51 -1.87 3.93 0.83
H -1.30 4.35 3.12 0.29
H 1.30 -1.47 2.95 -1.14
H 0.10 -4.62 -2.28 0.32
C -2.95 -0.01 -2.17 0.64
C 5.68 -1.06 3.75 -1.26
H 4.13 -0.05 1.41 0.31
H -2.10 5.96 1.30 0.43
O 2.90 -3.04 0.10 -0.51
B -0.24 1.00 4.03 1.01
H 4.05 -4.49 -0.88 0.37
H -0.15 1.63 3.16 -0.22
H -0.20 0.00 3.62 -0.83
C -0.04 3.02 -4.99 -1.50
Sr -1.12 -2.40 2.81 1.59
H -1.20 1.09 4.50 -0.07
H -3.80 -5.14 0.83 0.39
H 0.62 1.18 4.66 -0.05
H 0.49 -4.25 -3.97 0.40
O -1.08 0.69 1.06 0.35
C -1.71 5.17 0.66 -1.42
O 1.11 -2.16 -2.45 -0.39
C -5.33 1.74 1.09 -0.32
O 3.87 -0.53 2.20 -0.57
H -0.40 -1.88 -3.62 0.26
H 5.19 -1.91 -0.63 0.09
H -5.48 2.77 -0.79 0.35
H 0.81 3.71 -4.89 0.34
S 0.04 -0.05 0.57 0.57
H 5.39 -1.63 1.60 0.14
H 0.08 4.56 1.50 0.38
C 4.87 -1.53 2.55 0.10
C -2.78 -4.84 1.06 -0.50
H 4.13 1.38 -1.70 0.40